## i
{
  "formula": "C36H30Cl3CrN3O5STe",
  "method": "the ωB97M-V functional and the def2-TZVPD basis",
  "homo_ev": [-10.7, -10.7],
  "orbital_gap_ha": [0.241, 0.271],
  "charge": 1,
  "s2": 3.7934,
  "spin_multiplicity": 4,
  "species": ["Cr", "Cl", "C", "C", "C", "Cl", "C", "O", "C", "Cl", "C", "H", "H", "O", "C", "O", "C", "C", "C", "C", "O", "C", "O", "C", "C", "H", "H", "H", "H", "H", "C", "Te", "C", "C", "C", "C", "C", "C", "C", "H", "H", "H", "H", "H", "H", "H", "H", "N", "C", "C", "C", "C", "C", "C", "N", "C", "C", "C", "C", "N", "C", "C", "H", "H", "H", "H", "H", "H", "H", "H", "H", "C", "S", "C", "H", "H", "H", "H", "H", "H"],
  "positions_angstrom": [[-1.22, -0.93, 0.59], [-5.08, -0.04, 7.04], [-4.15, -0.34, 5.61], [-4.01, 0.66, 4.67], [-3.26, 0.41, 3.53], [-3.11, 1.65, 2.32], [-2.65, -0.82, 3.31], [-1.94, -1.07, 2.22], [-2.84, -1.81, 4.27], [-2.13, -3.37, 4.00], [-3.57, -1.58, 5.42], [-4.48, 1.63, 4.81], [-3.69, -2.37, 6.16], [-2.79, 0.84, -2.28], [-1.67, 0.45, -2.09], [-1.38, -0.42, -1.10], [-0.48, 0.87, -2.89], [-0.71, 1.61, -4.04], [0.34, 2.08, -4.82], [1.61, 1.79, -4.39], [2.79, 2.13, -4.96], [3.82, 1.55, -4.15], [3.19, 0.89, -3.05], [1.84, 1.05, -3.24], [0.82, 0.57, -2.46], [-1.73, 1.82, -4.32], [0.18, 2.66, -5.72], [4.48, 2.34, -3.78], [4.38, 0.82, -4.74], [1.02, -0.02, -1.58], [-2.27, -3.69, -1.84], [-1.89, -3.55, 0.25], [-4.03, -3.52, 0.31], [-4.40, -4.44, -0.82], [-5.56, -5.21, -0.81], [-5.83, -6.06, -1.87], [-4.95, -6.15, -2.94], [-3.79, -5.39, -2.95], [-3.52, -4.53, -1.90], [-1.42, -4.13, -2.37], [-2.43, -2.67, -2.20], [-4.35, -2.49, 0.13], [-4.40, -3.85, 1.28], [-6.24, -5.14, 0.03], [-6.73, -6.67, -1.85], [-5.16, -6.83, -3.75], [-3.10, -5.47, -3.78], [2.83, 4.95, 1.59], [3.97, 5.57, 2.04], [4.41, 6.89, 1.99], [5.64, 7.14, 2.55], [6.42, 6.12, 3.14], [5.98, 4.82, 3.18], [4.73, 4.54, 2.62], [4.06, 3.34, 2.52], [2.94, 3.62, 1.91], [1.93, 2.62, 1.60], [0.78, 2.89, 0.85], [-0.12, 1.88, 0.60], [0.06, 0.63, 1.06], [1.16, 0.36, 1.78], [2.11, 1.32, 2.07], [2.05, 5.40, 1.14], [3.82, 7.68, 1.55], [6.03, 8.15, 2.54], [7.38, 6.38, 3.56], [6.57, 4.03, 3.63], [0.58, 3.87, 0.45], [-1.01, 2.06, 0.01], [1.27, -0.65, 2.14], [2.99, 1.08, 2.65], [1.38, -2.93, -2.91], [1.26, -3.16, -1.12], [3.01, -3.29, -0.71], [2.15, -2.21, -3.14], [0.43, -2.54, -3.27], [1.59, -3.88, -3.40], [3.48, -4.05, -1.33], [3.08, -3.59, 0.33], [3.51, -2.33, -0.85]]
}

---

## ii
{
  "formula": "C36H30Cl3CrN3O5STe",
  "method": "the ωB97M-V functional and the def2-TZVPD basis",
  "homo_ev": [-10.3, -10.3],
  "orbital_gap_ha": [0.268, 0.257],
  "charge": 1,
  "s2": 3.7916,
  "spin_multiplicity": 4,
  "species": ["Cr", "Cl", "C", "C", "C", "Cl", "C", "O", "C", "Cl", "C", "H", "H", "O", "C", "O", "C", "C", "C", "C", "O", "C", "O", "C", "C", "H", "H", "H", "H", "H", "C", "Te", "C", "C", "C", "C", "C", "C", "C", "H", "H", "H", "H", "H", "H", "H", "H", "N", "C", "C", "C", "C", "C", "C", "N", "C", "C", "C", "C", "N", "C", "C", "H", "H", "H", "H", "H", "H", "H", "H", "H", "C", "S", "C", "H", "H", "H", "H", "H", "H"],
  "positions_angstrom": [[0.60, -1.45, 1.19], [5.82, -1.54, 5.98], [4.84, -1.45, 4.56], [3.46, -1.40, 4.67], [2.74, -1.34, 3.50], [0.97, -1.27, 3.55], [3.28, -1.32, 2.22], [2.53, -1.27, 1.13], [4.68, -1.38, 2.16], [5.43, -1.37, 0.61], [5.45, -1.44, 3.31], [2.98, -1.41, 5.64], [6.53, -1.48, 3.23], [-1.21, -0.34, -1.13], [-0.29, -1.05, -1.51], [0.51, -1.70, -0.69], [0.04, -1.21, -2.95], [-0.86, -0.75, -3.90], [-0.60, -0.87, -5.27], [0.59, -1.45, -5.62], [1.08, -1.67, -6.87], [2.34, -2.32, -6.70], [2.59, -2.43, -5.30], [1.50, -1.91, -4.67], [1.26, -1.81, -3.33], [-1.78, -0.29, -3.56], [-1.29, -0.52, -6.01], [3.12, -1.71, -7.16], [2.30, -3.32, -7.14], [1.96, -2.16, -2.59], [-2.74, -3.19, 0.00], [-1.95, -2.15, 1.69], [-3.47, -0.74, 1.17], [-4.57, -1.63, 0.65], [-5.91, -1.28, 0.74], [-6.89, -2.13, 0.24], [-6.53, -3.34, -0.33], [-5.19, -3.70, -0.42], [-4.21, -2.85, 0.07], [-2.55, -4.26, 0.07], [-2.26, -2.78, -0.88], [-3.04, -0.11, 0.40], [-3.77, -0.15, 2.03], [-6.19, -0.34, 1.19], [-7.93, -1.86, 0.33], [-7.29, -4.01, -0.70], [-4.91, -4.65, -0.86], [1.18, 5.58, 0.07], [0.87, 6.90, 0.35], [1.34, 8.10, -0.17], [0.79, 9.25, 0.35], [-0.19, 9.21, 1.36], [-0.66, 8.01, 1.86], [-0.11, 6.84, 1.34], [-0.39, 5.52, 1.66], [0.39, 4.81, 0.89], [0.41, 3.35, 0.91], [1.26, 2.59, 0.11], [1.22, 1.21, 0.21], [0.40, 0.57, 1.04], [-0.44, 1.31, 1.80], [-0.46, 2.68, 1.77], [1.85, 5.26, -0.60], [2.10, 8.14, -0.94], [1.13, 10.21, -0.01], [-0.59, 10.14, 1.74], [-1.41, 7.97, 2.64], [1.95, 3.03, -0.59], [1.87, 0.59, -0.39], [-1.11, 0.77, 2.45], [-1.13, 3.25, 2.39], [1.84, -4.31, -0.21], [1.30, -3.85, 1.45], [0.05, -5.11, 1.78], [0.99, -4.35, -0.88], [2.36, -5.27, -0.15], [2.53, -3.53, -0.53], [0.56, -6.03, 2.08], [-0.56, -5.29, 0.90], [-0.57, -4.77, 2.61]]
}

---

Energies relative to the minimum, eV: i 1.398; ii 0.000

---

## i
{
  "formula": "CH5S2",
  "method": "the ωB97M-V functional and the def2-TZVPD basis",
  "homo_ev": -2.8,
  "orbital_gap_ha": 0.236,
  "charge": -1,
  "species": ["S", "H", "C", "S", "H", "H", "H", "H"],
  "positions_angstrom": [[2.55, 0.06, 0.33], [3.40, 0.54, 1.24], [-1.41, 0.13, -0.13], [-0.49, -1.11, -1.10], [-0.93, 0.29, 0.83], [-2.45, -0.17, -0.04], [-1.36, 1.09, -0.64], [0.69, -0.82, -0.49]]
}

---

## ii
{
  "formula": "CH5S2",
  "method": "the ωB97M-V functional and the def2-TZVPD basis",
  "homo_ev": -2.8,
  "orbital_gap_ha": 0.238,
  "charge": -1,
  "species": ["S", "H", "C", "S", "H", "H", "H", "H"],
  "positions_angstrom": [[-0.20, 1.84, -1.30], [1.11, 1.97, -1.53], [0.23, -0.54, 1.89], [-0.04, -1.66, 0.45], [-0.08, -1.07, 2.79], [1.31, -0.39, 1.88], [-0.25, 0.42, 1.78], [-0.15, -0.59, -0.41]]
}

---

## iii
{
  "formula": "CH5S2",
  "method": "the ωB97M-V functional and the def2-TZVPD basis",
  "homo_ev": -2.7,
  "orbital_gap_ha": 0.240,
  "charge": -1,
  "species": ["S", "H", "C", "S", "H", "H", "H", "H"],
  "positions_angstrom": [[2.60, 0.65, -0.04], [1.99, 1.75, 0.35], [-1.22, -0.56, 0.12], [-0.33, -0.74, -1.36], [-0.93, -1.10, 1.00], [-2.26, -0.65, 0.10], [-1.09, 0.47, 0.32], [1.23, 0.19, -0.50]]
}

---

Energies relative to the minimum, eV: i 0.074; ii 0.000; iii 0.558

---

## i
{
  "formula": "CH7NO2",
  "method": "the ωB97M-V functional and the def2-TZVPD basis",
  "homo_ev": [-15.8, -15.8],
  "orbital_gap_ha": [0.439, 0.223],
  "charge": 1,
  "s2": 0.7565,
  "spin_multiplicity": 2,
  "species": ["N", "C", "O", "H", "H", "H", "H", "H", "H", "H", "O"],
  "positions_angstrom": [[-1.18, -0.14, -0.10], [-0.35, -1.00, -0.86], [0.81, -1.38, -0.25], [-1.03, 0.86, -0.02], [-2.19, -0.34, -0.12], [-0.97, -1.86, -1.16], [-0.13, -0.45, -1.81], [0.81, -1.10, 0.67], [0.82, 1.36, 1.49], [1.81, 2.49, 1.20], [1.60, 1.58, 0.97]]
}

---

## ii
{
  "formula": "CH7NO2",
  "method": "the ωB97M-V functional and the def2-TZVPD basis",
  "homo_ev": [-14.0, -14.0],
  "orbital_gap_ha": [0.363, 0.134],
  "charge": 1,
  "s2": 0.7573,
  "spin_multiplicity": 2,
  "species": ["N", "C", "O", "H", "H", "H", "H", "H", "H", "H", "O"],
  "positions_angstrom": [[-1.48, 1.61, 1.19], [-1.03, 0.69, 0.11], [0.39, 0.27, 0.21], [-1.11, 2.56, 1.13], [-1.20, 1.26, 2.09], [-1.78, -0.13, 0.30], [-1.29, 1.07, -0.95], [0.91, 0.87, -0.40], [2.12, -3.56, -1.33], [1.90, -1.98, -1.07], [2.57, -2.67, -1.29]]
}

---

Energies relative to the minimum, eV: i 0.000; ii 0.812

---

## i
{
  "formula": "C3H4BrCl",
  "method": "the ωB97M-V functional and the def2-TZVPD basis",
  "homo_ev": -9.6,
  "orbital_gap_ha": 0.284,
  "species": ["C", "C", "C", "Cl", "Br", "H", "H", "H", "H"],
  "positions_angstrom": [[0.37, 0.13, -0.19], [-0.40, -0.68, -0.88], [0.02, 0.61, 1.22], [0.54, -0.95, -3.37], [-1.66, -1.90, -0.78], [1.11, 0.85, -0.56], [-0.10, -0.34, 1.89], [-0.86, 1.22, 1.08], [0.97, 1.06, 1.59]]
}

---

## ii
{
  "formula": "C3H4BrCl",
  "method": "the ωB97M-V functional and the def2-TZVPD basis",
  "homo_ev": [-9.3, -9.3],
  "orbital_gap_ha": [0.249, 0.249],
  "species": ["C", "C", "C", "Cl", "Br", "H", "H", "H", "H"],
  "positions_angstrom": [[0.14, -0.37, -0.09], [-0.24, -0.38, 1.15], [-0.24, 0.63, -1.08], [1.89, -1.80, 2.49], [-1.19, 0.52, 2.31], [0.65, -1.16, -0.66], [0.51, 0.58, -1.89], [-0.30, 1.63, -0.65], [-1.21, 0.34, -1.57]]
}

---

Energies relative to the minimum, eV: i 0.000; ii 0.416